No. 1
The following is a DFT calculation (ωB97M-V with the def2-TZVPD basis set) of an isolated molecule of C4H4S2 at a distorted geometry.

Its HOMO-LUMO gap (spin up / spin down) is 6.91 / 7.26 eV. The value obtained for the total energy is -25878.4150 eV. The value obtained for the molecular weight is 116.2 g/mol. Its relative energy (zero: lowest compared OMol25 entry of this formula, charge and spin) is 99.3 kcal per mole. For the strongest force on any atom, the calculation gives 3.0 eV/Å.

```
! wB97M-V def2-TZVPD RIJCOSX def2/J DEFGRID3
* xyz 0 1
C -1.61198 0.04284 0.15537
C 0.79510 1.30666 0.49048
C -0.44733 -0.63576 -0.39855
C 0.95270 -0.15350 0.28076
S -3.22837 -0.09419 -0.00583
S 1.47523 2.69659 0.43987
H -0.54771 -1.72681 -0.35370
H -0.29047 -0.36087 -1.52969
H 1.77922 -0.59316 -0.42412
H 1.12361 -0.48181 1.34540
*
```

In elementary charge units, the Löwdin charges are:
1 C -0.611
2 C -0.702
3 C -0.315
4 C -0.279
5 S 0.656
6 S 0.737
7 H 0.103
8 H 0.154
9 H 0.134
10 H 0.123


No. 2
The following is a DFT calculation (ωB97M-V with the def2-TZVPD basis set) of an isolated molecule of C3H10SSi at a distorted geometry.

Its HOMO-LUMO gap is 9.73 eV. The value obtained for the total energy is -21984.5192 eV. The value obtained for the molecular weight is 106.3 g/mol. Its relative energy (zero: lowest compared OMol25 entry of this formula, charge and spin) is 17.7 kcal per mole. For the strongest force on any atom, the calculation gives 5.1 eV/Å. The SMILES is CC(C)S[SiH3].

```
! wB97M-V def2-TZVPD RIJCOSX def2/J DEFGRID3
* xyz 0 1
C 1.55354 1.02351 -0.65363
C 1.15982 -0.68053 1.23167
C 0.57088 0.02059 -0.09534
Si -2.61844 -0.31392 -0.47039
S -1.21482 1.13726 0.26276
H 1.91754 0.83559 -1.58641
H 0.96843 2.04857 -0.67402
H 2.36796 1.12583 0.09124
H 1.24831 0.11956 1.93034
H 2.10803 -0.91974 0.87070
H 0.54597 -1.57926 1.49742
H 0.20354 -0.68396 -0.93008
H -3.09768 -1.06977 0.72445
H -2.09553 -1.47869 -1.21707
H -3.61756 0.41498 -0.98163
*
```

In elementary charge units, the Löwdin charges are:
1 C -0.169
2 C -0.092
3 C -0.536
4 Si 0.292
5 S 0.414
6 H 0.031
7 H 0.079
8 H 0.079
9 H 0.060
10 H 0.039
11 H 0.090
12 H 0.076
13 H -0.108
14 H -0.090
15 H -0.166


No. 3
The following is a DFT calculation (ωB97M-V with the def2-TZVPD basis set) of a cluster of 2 separate species, C10H13O3 in total at a distorted geometry.

Its HOMO-LUMO gap (spin up / spin down) is 1.60 / 5.65 eV. The value obtained for the total energy is -16718.8299 eV. The value obtained for the molecular weight is 181.2 g/mol. Its relative energy (zero: lowest compared OMol25 entry of this formula, charge and spin) is 57.8 kcal per mole. For the strongest force on any atom, the calculation gives 6.4 eV/Å.

```
! wB97M-V def2-TZVPD RIJCOSX def2/J DEFGRID3
* xyz -2 2
C -0.72830 0.07029 -3.07452
C 0.04970 0.03027 -4.42240
C -0.98852 1.53969 -2.82897
O -1.76595 2.38540 -3.49461
O -0.35574 1.92397 -1.70569
H -1.59164 -0.42543 -3.30689
H -0.26632 -0.50035 -2.24696
H -0.00824 -1.03191 -4.61013
H 1.04239 0.13632 -4.14205
H -0.17967 0.90303 -5.20694
C -0.34681 -1.20747 4.51801
C 0.73045 -1.17111 0.92573
C 1.01263 0.14871 0.60708
C 0.07100 -1.45217 2.10200
C 0.00354 -0.46893 3.13076
C 0.74251 1.23730 1.54405
C 0.28921 0.95675 2.83355
O 1.45453 0.37397 -0.56860
H 0.98088 -2.04173 0.22538
H -0.14328 -2.45306 2.36491
H 0.99266 2.23217 1.09045
H 0.39072 1.28436 -1.37461
H -0.68309 -2.17229 4.30180
H -1.16930 -0.56226 4.89450
H -0.16966 1.75057 3.49585
H 0.63631 -1.48609 4.94830
*
```

In elementary charge units, the Löwdin charges are:
1 C -0.170
2 C -0.100
3 C -0.454
4 O -0.082
5 O 0.047
6 H 0.066
7 H 0.122
8 H 0.054
9 H 0.030
10 H 0.128
11 C -0.470
12 C -0.096
13 C -0.516
14 C -0.192
15 C -0.259
16 C -0.068
17 C -0.143
18 O -0.192
19 H 0.105
20 H 0.030
21 H 0.099
22 H 0.067
23 H -0.070
24 H -0.001
25 H 0.065
26 H 0.002


No. 4
The following is a DFT calculation (ωB97M-V with the def2-TZVPD basis set) of the ion C3H9N2 with charge +1 at a distorted geometry.

Its HOMO-LUMO gap is 8.31 eV. The value obtained for the total energy is -6227.3050 eV. The value obtained for the molecular weight is 73.1 g/mol. Its relative energy (zero: lowest compared OMol25 entry of this formula, charge and spin) is 86.3 kcal per mole. For the strongest force on any atom, the calculation gives 5.3 eV/Å. The SMILES is C/C([NH3+])=C\N.

```
! wB97M-V def2-TZVPD RIJCOSX def2/J DEFGRID3
* xyz 1 1
C -0.01663 0.34176 1.72578
C -0.26947 0.04142 0.28759
C 0.33927 0.44048 -0.90098
N 1.58791 0.16627 -1.25625
N -1.54912 -0.82495 -0.05401
H -0.84192 -0.08245 2.41709
H 1.02726 -0.14448 2.05535
H 0.32817 1.18595 2.25810
H -0.29158 0.96770 -1.57053
H 2.32649 -0.18145 -0.60084
H 2.01320 0.92011 -1.79788
H -2.43823 -0.35591 0.09854
H -1.37386 -1.02203 -1.01498
H -1.34012 -1.61867 0.65262
*
```

In elementary charge units, the Löwdin charges are:
1 C -0.075
2 C -0.257
3 C -0.184
4 N 0.128
5 N 0.210
6 H 0.110
7 H 0.122
8 H 0.052
9 H 0.124
10 H 0.153
11 H 0.124
12 H 0.155
13 H 0.128
14 H 0.209


No. 5
The following is a DFT calculation (ωB97M-V with the def2-TZVPD basis set) of an isolated molecule of C4H5NO2S at a distorted geometry.

Its HOMO-LUMO gap is 8.87 eV. The value obtained for the total energy is -20645.9416 eV. The value obtained for the molecular weight is 131.2 g/mol. Its relative energy (zero: lowest compared OMol25 entry of this formula, charge and spin) is 97.7 kcal per mole. For the strongest force on any atom, the calculation gives 3.5 eV/Å.

```
! wB97M-V def2-TZVPD RIJCOSX def2/J DEFGRID3
* xyz 0 1
C 0.48735 1.11650 -0.24046
C 0.85982 -1.00132 -0.05681
C -0.30676 -0.41083 -0.61004
C -1.61322 -0.67499 0.19327
N -0.07629 2.05729 0.31398
O 1.12433 -2.00188 0.50399
O 3.19107 0.60218 0.49815
S 2.15549 0.30041 -0.50083
H -0.37175 -0.64222 -1.75841
H -1.92770 0.24226 0.55215
H -1.63287 -1.36463 0.99399
H -2.39245 -1.13635 -0.49297
H 0.50299 2.91357 0.60399
*
```

In elementary charge units, the Löwdin charges are:
1 C -0.405
2 C -0.581
3 C -0.231
4 C -0.035
5 N 0.125
6 O 0.140
7 O -0.512
8 S 0.995
9 H 0.184
10 H 0.036
11 H 0.067
12 H 0.103
13 H 0.115


No. 6
The following is a DFT calculation (ωB97M-V with the def2-TZVPD basis set) of an isolated molecule of C4H7NS at a distorted geometry.

Its HOMO-LUMO gap is 9.05 eV. The value obtained for the total energy is -16585.1235 eV. The value obtained for the molecular weight is 101.2 g/mol. Its relative energy (zero: lowest compared OMol25 entry of this formula, charge and spin) is 41.7 kcal per mole. For the strongest force on any atom, the calculation gives 2.1 eV/Å. The SMILES is C[C@@H]1CN1C=S.

```
! wB97M-V def2-TZVPD RIJCOSX def2/J DEFGRID3
* xyz 0 1
C 0.77110 1.06392 0.88714
C 0.89129 -0.10771 -0.11123
C 0.09224 -0.07956 -1.36163
C -1.39024 -1.10155 0.31023
H 0.84216 0.72585 1.90739
H 1.60344 1.71830 0.83711
H -0.15840 1.63032 0.76492
H 1.79891 -0.75555 -0.14271
H 0.49819 -0.50578 -2.27064
H -0.59289 0.69508 -1.45700
H -1.32306 -1.25263 1.37108
N -0.19311 -1.01717 -0.31161
S -2.83963 -1.01353 -0.42307
*
```

In elementary charge units, the Löwdin charges are:
1 C -0.032
2 C -0.272
3 C -0.093
4 C -0.720
5 H 0.067
6 H 0.059
7 H 0.089
8 H 0.150
9 H 0.115
10 H 0.083
11 H 0.059
12 N -0.128
13 S 0.622


No. 7
The following is a DFT calculation (ωB97M-V with the def2-TZVPD basis set) of a structure of composition C23H42MgN5O at a distorted geometry.

Its HOMO-LUMO gap (spin up / spin down) is 5.21 / 3.93 eV. The value obtained for the total energy is -39453.5913 eV. The value obtained for the molecular weight is 428.9 g/mol. Its relative energy (zero: lowest compared OMol25 entry of this formula, charge and spin) is 182.1 kcal per mole. For the strongest force on any atom, the calculation gives 4.5 eV/Å.

```
! wB97M-V def2-TZVPD RIJCOSX def2/J DEFGRID3
* xyz 2 2
Mg -17.68471 13.82189 6.08600
C -20.65806 14.13136 3.23167
C -20.30608 13.01646 4.18604
C -19.81486 11.79837 3.33384
O -19.34079 13.49319 5.09726
H -21.49796 13.84526 2.59857
H -19.78660 14.48031 2.67770
H -20.93672 15.05153 3.74521
H -21.22668 12.78603 4.72222
H -20.57044 11.10630 2.96203
H -19.14969 11.18776 3.94441
H -19.37737 12.10343 2.38324
C -16.59180 11.59451 1.96039
C -15.49609 10.71709 2.43691
C -15.76364 10.14350 3.77703
C -16.27014 11.18860 4.76277
N -16.65041 12.04096 5.50174
H -16.62412 12.58237 2.41995
H -17.60348 11.20590 2.07696
H -16.53939 11.93655 0.92677
H -14.51095 11.17087 2.32884
H -15.46089 9.88096 1.73851
H -15.05457 9.47019 4.25867
H -16.63712 9.50044 3.66936
C -23.53210 10.03735 2.16791
C -23.16487 9.34804 0.85896
C -22.35343 10.29968 0.08139
C -22.86379 11.66213 -0.24707
N -23.11017 12.73735 -0.61295
H -23.55258 9.44476 3.08253
H -24.53939 10.43431 2.04189
H -22.92598 10.93130 2.31482
H -23.88607 8.92295 0.16092
H -22.34424 8.64444 0.99895
H -22.13994 9.75744 -0.83975
H -21.39665 10.57700 0.52385
C -19.07838 9.45399 6.41877
C -19.81284 9.31559 7.80124
C -19.70949 7.89841 8.41009
C -19.86880 6.72053 7.51662
N -19.98776 5.80799 6.79611
H -18.04276 9.11567 6.38512
H -19.10764 10.48497 6.06617
H -19.60719 8.77469 5.75017
H -20.75773 9.80191 7.55881
H -19.42253 10.04408 8.51192
H -20.37982 7.77457 9.26064
H -18.68853 7.74051 8.75767
C -19.82091 8.01956 2.73318
C -18.68992 7.12727 2.16927
C -18.17271 6.14784 3.34184
C -17.31702 6.89558 4.43457
N -16.65180 7.38590 5.22558
H -19.54681 8.76166 3.48302
H -20.82854 7.66489 2.94995
H -20.05658 8.68209 1.90034
H -17.88376 7.74049 1.76656
H -19.03206 6.43954 1.39592
H -17.47516 5.35665 3.06700
H -19.03526 5.68912 3.82525
C -25.57348 16.55688 2.81872
C -24.25625 17.42228 2.66842
C -23.25618 17.28035 3.73704
C -22.34753 18.42494 3.97827
N -21.66801 19.27880 4.23220
H -26.16460 16.77076 1.92824
H -26.21267 16.57081 3.70152
H -25.12564 15.56393 2.85850
H -24.52176 18.47078 2.53332
H -23.71382 17.13888 1.76645
H -22.73034 16.34931 3.52550
H -23.73345 17.11097 4.70225
*
```

In elementary charge units, the Löwdin charges are:
1 Mg 1.334
2 C 0.007
3 C -0.396
4 C -0.011
5 O -0.076
6 H 0.124
7 H 0.108
8 H 0.080
9 H 0.167
10 H 0.080
11 H 0.048
12 H 0.081
13 C -0.112
14 C -0.244
15 C -0.135
16 C -0.034
17 N 0.107
18 H 0.072
19 H 0.053
20 H 0.100
21 H 0.134
22 H 0.133
23 H 0.137
24 H 0.096
25 C -0.087
26 C -0.245
27 C -0.250
28 C -0.209
29 N 0.141
30 H 0.076
31 H 0.086
32 H 0.044
33 H 0.132
34 H 0.092
35 H 0.130
36 H 0.096
37 C -0.119
38 C -0.221
39 C -0.159
40 C -0.207
41 N 0.151
42 H 0.041
43 H 0.025
44 H 0.056
45 H 0.103
46 H 0.096
47 H 0.123
48 H 0.123
49 C -0.109
50 C -0.192
51 C -0.112
52 C -0.184
53 N 0.136
54 H 0.033
55 H 0.087
56 H 0.046
57 H 0.094
58 H 0.112
59 H 0.108
60 H 0.101
61 C -0.068
62 C -0.263
63 C -0.229
64 C -0.224
65 N 0.149
66 H 0.077
67 H 0.074
68 H 0.058
69 H 0.115
70 H 0.113
71 H 0.083
72 H 0.124


Among the records above, which one has the lowest molecular weight? C3H9N2